This record from the Open Molecules 2025 dataset describes a structure of composition C18H30Cl2N2O2PPtS. The level of theory is ωB97M-V with the def2-TZVPD basis set.

Properties
E_HOMO (spin up / spin down) (Ha): -0.632 / -0.633
Energy above the lowest of the compared OMol25 structures with the same formula, charge and spin (eV): 1.803
Total charge: +3
E_LUMO (spin up / spin down) (eV): -13.7 / -13.6
Calculated total energy (eV): -74613.371

Cartesian coordinates (Å):
Pt1 -0.44360 0.15229 -0.64323
Cl1 -0.14320 4.39179 5.48577
C1 0.02580 3.19869 4.29217
C2 0.22210 1.84999 4.64137
C3 0.36980 0.88469 3.67337
Cl2 0.58110 -0.75341 4.08707
C4 0.35280 1.21149 2.25017
O1 0.56790 0.32469 1.39227
C5 0.11690 2.60979 1.92887
C6 0.04520 3.02129 0.54917
O2 0.15210 2.31839 -0.45033
C7 -0.03760 3.55559 2.93727
H1 0.25860 1.57139 5.68557
H2 -0.11880 4.10029 0.39307
H3 -0.21070 4.59029 2.67697
C8 4.21680 -2.49621 0.58667
N1 2.99350 -2.04691 -0.04163
C9 2.10650 -3.14351 -0.35723
C10 2.74950 -0.83031 -0.51333
S1 1.56140 -0.73741 -1.81523
N2 3.34740 0.30279 -0.13153
C11 4.08590 0.46459 1.09937
C12 3.30650 1.46529 -0.98433
H4 4.53270 -3.41901 0.09357
H5 4.05010 -2.73421 1.63957
H6 5.02680 -1.78331 0.48977
H7 2.20890 -3.90591 0.41157
H8 2.35680 -3.59891 -1.31953
H9 1.06940 -2.80601 -0.39033
H10 3.71710 -0.21011 1.86787
H11 3.96110 1.49149 1.44667
H12 5.16100 0.32119 0.95987
H13 2.40130 1.48009 -1.60043
H14 4.16160 1.47269 -1.66753
H15 3.34950 2.37659 -0.39003
C13 -3.62530 -1.17781 -4.29653
C14 -2.25190 -0.85391 -3.71893
P1 -2.34780 -0.49411 -1.91123
C15 -3.53230 0.88259 -1.65473
C16 -3.51920 1.33859 -0.19373
C17 -3.01030 -1.99471 -1.07273
C18 -2.45680 -2.15121 0.34907
H16 -3.49460 -1.57781 -5.30433
H17 -4.25320 -0.29481 -4.38223
H18 -4.14640 -1.94061 -3.72413
H19 -1.81230 0.00629 -4.23063
H20 -1.56770 -1.69771 -3.84913
H21 -4.53770 0.57909 -1.95443
H22 -3.22130 1.70219 -2.30713
H23 -4.07330 0.65879 0.45087
H24 -3.97880 2.32099 -0.09833
H25 -2.48350 1.40659 0.18807
H26 -2.73780 -2.86111 -1.68173
H27 -4.10080 -1.93911 -1.03053
H28 -1.36160 -2.00461 0.38337
H29 -2.66800 -3.15291 0.72037
H30 -2.92180 -1.44511 1.03557

Mulliken population analysis, charges in e, atoms 1 to 2: Pt 0.898; Cl 0.045

---

This record from the Open Molecules 2025 dataset describes the molecule C8H13NO5S. The level of theory is ωB97M-V with the def2-TZVPD basis set.

Properties
E_HOMO (Ha): -0.346
Energy above the lowest of the compared OMol25 structures with the same formula, charge and spin (eV): 2.067
Total charge: 0
E_LUMO (eV): 0.4
Calculated total energy (eV): -31066.460

Cartesian coordinates (Å):
C1 -0.06271 1.65967 0.86120
C2 1.47880 1.46054 0.49763
C3 -1.56142 -2.34160 -0.10994
C4 -0.09585 -2.57416 0.17163
C5 -0.94817 1.79433 -0.31967
C6 -0.72377 -1.20501 -0.04404
C7 -0.62314 0.85033 -1.49183
C8 -2.46760 1.75086 0.06861
N1 -0.49069 -0.51368 -1.20912
O1 4.21949 -0.04073 0.00434
O2 -0.37570 1.74808 2.02033
O3 3.12317 -1.97759 0.92614
O4 -0.37236 1.28128 -2.60853
O5 1.93228 0.19624 1.04859
S1 2.81400 -0.83830 0.10483
H1 1.56404 1.29101 -0.57789
H2 2.17561 2.05997 0.98659
H3 -1.91129 -2.74923 -1.11168
H4 -2.21415 -2.41355 0.65894
H5 0.19850 -2.90281 1.05853
H6 0.45280 -2.80213 -0.70649
H7 -0.81367 2.86307 -0.76913
H8 -0.66046 -0.72532 0.96071
H9 -2.64096 1.99561 1.21689
H10 -2.93634 0.69967 0.03485
H11 -3.08123 2.46587 -0.57577
H12 4.58371 0.09038 0.90480
H13 -0.56287 -1.12279 -2.00050

Mulliken population analysis, charges in e, atoms 1 to 2: C 0.220; C -0.667

---

This record from the Open Molecules 2025 dataset describes a cluster of 2 separate species, C4H11N2 in total. The level of theory is ωB97M-V with the def2-TZVPD basis set.

Properties
E_HOMO (Ha): -0.494
Energy above the lowest of the compared OMol25 structures with the same formula, charge and spin (eV): 2.315
Total charge: +1
E_LUMO (eV): -3.4
Calculated total energy (eV): -7298.634

Cartesian coordinates (Å):
C1 -1.56121 0.70746 2.27811
N1 -0.62244 0.70574 1.10814
H1 -1.36332 -0.19428 2.84832
H2 -1.36216 1.61340 2.84500
H3 -2.59935 0.72751 1.96447
H4 -0.73307 -0.16367 0.57498
H5 0.36356 0.75986 1.35848
H6 -0.84032 1.46596 0.45809
C2 1.45265 -0.60591 -0.76502
C3 0.76290 -1.72947 -0.57366
C4 0.74452 0.40986 -2.67902
N2 0.89781 0.52737 -1.42834
H7 2.49448 -0.53993 -0.47086
H8 -0.22046 -1.88746 -1.00442
H9 1.19614 -2.54688 -0.01810
H10 0.17869 1.14190 -3.24392
H11 1.21157 -0.39146 -3.25225

Mulliken population analysis, charges in e, atoms 1 to 2: C -0.825; N -0.305

---

This record from the Open Molecules 2025 dataset describes a cluster of 14 separate species, C15H58O14 in total. The level of theory is ωB97M-V with the def2-TZVPD basis set.

Properties
E_HOMO (spin up / spin down) (Ha): -0.413 / -0.413
Total charge: +1
E_LUMO (spin up / spin down) (eV): -2.9 / -9.4
<S²>: 0.755
Calculated total energy (eV): -45151.832
2S+1: 2

Cartesian coordinates (Å):
O1 -0.55291 -0.29514 3.81465
H1 -1.26244 0.29113 3.55180
H2 -0.10654 0.17037 4.52196
O2 -0.17960 4.08348 -2.85311
H3 0.02268 4.73780 -3.52182
H4 0.65963 3.66185 -2.66829
O3 -3.06955 1.77815 -1.74868
H5 -2.91677 1.64130 -2.68364
H6 -2.90980 2.71221 -1.61360
O4 -3.91801 -1.03445 1.12049
H7 -3.09554 -0.87663 0.65696
H8 -4.15650 -1.93168 0.88742
O5 2.72234 1.58011 1.32836
H9 2.52274 2.51573 1.29681
H10 3.05378 1.37580 0.45392
O6 2.31574 2.73052 -2.87354
H11 2.22481 2.31338 -3.73026
H12 2.72038 2.06076 -2.32225
O7 -1.67179 -3.56484 0.96432
H13 -1.74281 -3.46084 1.91320
H14 -1.07007 -2.87227 0.69136
O8 3.85155 1.27482 -1.11290
H15 4.74725 1.60889 -1.16131
H16 3.95256 0.32470 -1.05554
O9 2.21645 -0.24826 3.06043
H17 2.46808 0.45225 2.45861
H18 1.26162 -0.19636 3.10332
C1 0.58448 -1.01303 0.27673
C2 -0.13908 0.15759 -0.43876
C3 0.04467 0.24774 -1.94860
O10 -1.56158 -0.00156 -0.27142
H19 0.22302 -1.15214 1.29560
H20 1.66674 -0.88623 0.24926
H21 0.37086 -1.94114 -0.25343
H22 0.06703 1.10531 0.05867
H23 -0.24538 -0.64983 -2.49481
H24 1.10134 0.46542 -2.10404
H25 -0.42281 1.15398 -2.33367
H26 -1.95509 0.71379 -0.77643
C4 3.51402 -3.34104 -0.35405
C5 4.26323 -2.32638 0.48593
C6 5.50399 -2.81277 1.17776
O11 4.70207 -1.17504 -0.32647
H27 4.05556 -3.43426 -1.29541
H28 2.52604 -3.06550 -0.72292
H29 3.42230 -4.29069 0.17307
H30 3.59559 -1.77777 1.15029
H31 6.34894 -3.10658 0.55500
H32 5.29997 -3.74221 1.70938
H33 5.74082 -2.04397 1.91325
H34 5.47168 -1.37355 -0.86489
C7 -1.95522 1.15412 -6.88395
C8 -2.05022 2.01831 -5.63936
C9 -2.59542 3.46621 -5.82027
O12 -2.87688 1.32974 -4.70849
H35 -1.63268 0.19239 -6.48504
H36 -1.15152 1.41154 -7.57381
H37 -2.89964 1.16004 -7.42814
H38 -1.11721 2.08298 -5.07952
H39 -1.81030 4.04232 -6.30996
H40 -2.76072 4.04430 -4.91110
H41 -3.49558 3.60169 -6.41981
H42 -3.76787 1.57649 -4.96705
C10 -5.78466 2.84556 0.49119
C11 -5.27402 1.99370 1.64202
C12 -3.73951 2.18457 1.83175
O13 -5.95404 2.36036 2.85956
H43 -5.32842 2.52139 -0.44415
H44 -5.40503 3.86232 0.59203
H45 -6.87454 2.84042 0.50628
H46 -5.55058 0.95279 1.47432
H47 -3.29274 1.48976 2.54290
H48 -3.47334 3.15291 2.25552
H49 -3.24859 2.02156 0.87231
H50 -5.61293 1.82718 3.58134
C13 1.22127 -4.36393 5.20955
C14 1.81288 -3.06058 4.58288
C15 3.28330 -2.97318 4.88849
O14 1.65219 -3.09429 3.16436
H51 1.53592 -5.29412 4.73644
H52 0.14169 -4.23791 5.12746
H53 1.44531 -4.33658 6.27592
H54 1.30552 -2.18476 4.98738
H55 3.41582 -2.62908 5.91422
H56 3.78497 -2.33694 4.15936
H57 3.82647 -3.91479 4.80834
H58 1.96025 -2.24955 2.82803

Mulliken population analysis, charges in e, atoms 1 to 2: O -0.571; H 0.164

---

This record from the Open Molecules 2025 dataset describes a cluster of 5 separate species, C16H42N3O7 in total. The level of theory is ωB97M-V with the def2-TZVPD basis set.

Properties
E_HOMO (spin up / spin down) (Ha): -0.445 / -0.445
Energy above the lowest of the compared OMol25 structures with the same formula, charge and spin (eV): 1.451
Total charge: +2
E_LUMO (spin up / spin down) (eV): -6.2 / -6.8
<S²>: 0.756
Calculated total energy (eV): -36055.950
2S+1: 2

Cartesian coordinates (Å):
C1 -0.69473 3.37511 -1.93145
C2 -0.07633 1.99776 -1.62255
C3 -0.41454 0.95549 -2.71019
O1 -1.70535 1.08410 -3.22108
C4 -2.83945 0.49018 -2.54784
N1 1.42304 2.22078 -1.40953
H1 1.69530 2.90839 -2.09740
H2 1.74137 2.65432 -0.55465
H3 1.95337 1.39671 -1.65398
H4 -0.49139 3.80371 -2.91281
H5 -0.38186 4.15112 -1.23287
H6 -1.78194 3.33125 -1.86706
H7 -0.43429 1.70348 -0.63595
H8 -0.21072 -0.05527 -2.35674
H9 0.29514 1.10906 -3.52312
H10 -2.74661 -0.58583 -2.69509
H11 -3.79442 0.77095 -2.99202
H12 -2.93929 0.75305 -1.49474
C5 7.70721 3.25361 -1.32707
C6 6.60465 2.27233 -1.94038
C7 6.04782 1.39809 -0.84865
O2 4.94551 0.65459 -1.29982
C8 4.21185 -0.02096 -0.31263
N2 5.50128 3.13473 -2.62922
H13 4.95118 3.60506 -1.92474
H14 5.81424 3.80002 -3.32171
H15 4.79071 2.64644 -3.15530
H16 7.32049 4.02173 -0.65734
H17 8.08309 3.90348 -2.11731
H18 8.55765 2.73096 -0.88923
H19 7.14461 1.76499 -2.73984
H20 5.81307 1.87468 0.10312
H21 6.72914 0.60062 -0.55207
H22 3.32872 -0.54153 -0.68302
H23 3.79222 0.76689 0.31291
H24 4.88870 -0.64895 0.26669
C9 -4.26486 -2.21543 3.87030
C10 -4.12485 -1.64141 2.49499
C11 -5.19012 -2.03741 1.44981
O3 -5.13290 -1.18083 0.41326
C12 -6.08225 -1.44904 -0.66039
N3 -4.08980 -0.11793 2.71814
H25 -5.00984 0.27036 2.86932
H26 -3.60126 0.21095 3.53867
H27 -3.68213 0.34625 1.91912
H28 -5.28898 -2.16017 4.23937
H29 -3.59004 -1.88294 4.65908
H30 -4.07255 -3.28677 3.92818
H31 -3.17925 -1.97287 2.06594
H32 -6.14749 -2.03861 1.97091
H33 -5.01593 -3.05916 1.11250
H34 -7.12422 -1.57820 -0.36763
H35 -5.78843 -2.30208 -1.27203
H36 -6.15544 -0.59796 -1.33744
C13 -0.29842 -2.48726 -0.19914
C14 -0.16640 -1.13830 0.38446
O4 0.96120 -0.55508 0.44277
O5 -1.15186 -0.65464 1.00702
H37 0.68103 -2.94609 -0.33422
H38 -0.99570 -2.35750 -1.02682
H39 -0.90008 -2.99089 0.55748
C15 -0.61827 -4.35380 3.36468
C16 -0.93445 -3.29250 4.38637
O6 -1.61968 -3.64558 5.38210
O7 -0.51842 -2.15465 4.18865
H40 0.14156 -4.12683 2.61685
H41 -1.54979 -4.63962 2.87615
H42 -0.31967 -5.24540 3.91602

Mulliken population analysis, charges in e, atoms 1 to 2: C -1.734; C 0.433